Entry 1:
Formula: C4H8O2
Source: the OMol25 dataset
Level of theory: the ωB97M-V functional and the def2-TZVPD basis

```
14
Properties=species:S:1:pos:R:3:nbo_charge:R:1
C -0.613 -1.439 -0.545 -0.69
C -0.197 -0.426 0.232 0.63
O 0.856 0.321 -0.113 -0.54
C 1.063 0.054 -1.773 -0.24
O -0.864 -0.132 1.361 -0.49
C -0.623 1.086 2.026 -0.25
H -1.565 -1.895 -0.377 0.21
H 0.108 -2.069 -1.045 0.20
H 0.805 -0.769 -2.486 0.22
H 0.590 0.936 -2.173 0.20
H 2.128 0.119 -1.732 0.19
H -1.407 1.237 2.767 0.20
H 0.339 1.062 2.532 0.18
H -0.622 1.914 1.325 0.18
```

Calculated values
- SMILES string: C=C(OC)OC
- Highest occupied orbital energy: -0.2881 hartree

=====

Entry 2:
Formula: C2H7NO3
Source: the OMol25 dataset
Level of theory: the ωB97M-V functional and the def2-TZVPD basis

```
13
Properties=species:S:1:pos:R:3:nbo_charge:R:1
C -0.709 0.029 2.348 -0.41
N -0.750 0.932 1.227 -0.65
C -0.188 0.654 0.029 0.87
O -0.639 1.037 -1.027 -0.65
O 0.978 -0.045 0.107 -0.70
H 0.291 -0.382 2.432 0.22
H -0.869 0.573 3.263 0.20
H -1.453 -0.757 2.294 0.18
H -1.367 1.707 1.157 0.40
H 1.268 0.047 -0.816 0.52
O 0.846 -1.660 -2.243 -0.95
H 1.386 -2.114 -2.896 0.47
H 0.257 -2.329 -1.880 0.48
```

Calculated values
- SMILES string: CNC(=O)O.O
- Highest occupied orbital energy: -0.3506 hartree

=====

Entry 3:
Formula: C7H12N3
Source: the OMol25 dataset
Level of theory: the ωB97M-V functional and the def2-TZVPD basis

```
22
Properties=species:S:1:pos:R:3:nbo_charge:R:1
N -0.778 -2.343 -0.563 -0.79
C 0.120 -1.329 -0.747 0.29
N -0.007 -0.940 -2.086 -0.39
C -0.694 -0.007 -2.535 0.12
C -1.415 0.946 -1.619 -0.25
C -1.395 0.702 -0.298 0.00
N -0.292 0.006 0.339 -0.48
C 0.982 0.802 0.658 -0.06
C 1.062 1.592 1.880 -0.42
C 1.626 0.139 1.852 -0.45
H -1.698 -2.038 -1.013 0.41
H -0.635 -2.991 0.115 0.41
H 1.171 -1.567 -0.622 0.25
H -0.691 0.324 -3.611 0.23
H -2.213 1.398 -2.167 0.25
H -2.029 1.180 0.463 0.23
H -0.527 -0.384 1.256 0.43
H 1.661 1.017 -0.266 0.26
H 0.236 1.587 2.488 0.22
H 1.689 2.400 2.081 0.26
H 2.729 0.102 1.971 0.26
H 1.099 -0.596 2.424 0.22
```

Calculated values
- SMILES string: N[C@H]1N=CC=C[N@@H+]1C1CC1
- Highest occupied orbital energy: -0.5155 hartree
- Total charge: +1

=====

Entry 4:
Formula: CH24F3O15S
Source: the OMol25 dataset
Level of theory: the ωB97M-V functional and the def2-TZVPD basis

```
44
Properties=species:S:1:pos:R:3:lowdin_spin:R:1
C 7.680 6.633 10.435 -0.01
F 6.949 5.803 9.630 0.00
F 8.279 5.906 11.399 0.00
F 8.599 7.280 9.699 0.00
S 6.435 7.951 11.213 -0.04
O 5.424 8.286 10.149 0.30
O 5.790 7.316 12.347 0.13
O 7.217 9.159 11.581 0.22
O 2.903 7.985 10.296 0.25
H 3.803 8.238 10.503 0.00
H 2.838 8.086 9.347 0.00
O 10.179 9.819 8.635 0.00
H 9.713 9.336 7.953 0.00
H 9.594 10.544 8.858 0.00
O 5.908 9.328 7.644 0.02
H 5.925 8.977 8.535 0.00
H 5.415 10.145 7.717 0.00
O 4.119 5.555 8.761 0.03
H 3.477 5.379 9.449 0.00
H 4.875 5.914 9.226 0.00
O 9.255 9.601 12.968 0.09
H 8.390 9.669 12.564 0.00
H 9.132 9.934 13.857 0.00
O 10.200 4.431 9.796 0.00
H 10.378 5.267 9.367 0.00
H 9.812 4.670 10.637 0.00
O 5.263 11.630 9.857 0.00
H 5.401 10.688 9.951 0.00
H 4.323 11.721 9.700 0.00
O 5.994 4.753 13.578 0.01
H 6.721 4.547 12.992 0.00
H 5.713 5.629 13.315 0.00
O 7.908 3.744 7.699 0.00
H 8.032 3.194 8.472 0.00
H 8.779 3.812 7.309 0.00
O 8.053 11.207 9.562 0.00
H 7.941 10.677 10.351 0.00
H 8.141 12.104 9.886 0.00
O 6.152 8.221 14.961 0.01
H 6.045 7.822 14.098 0.00
H 5.972 9.151 14.819 0.00
O 11.438 7.160 9.208 0.00
H 10.565 7.436 8.930 0.00
H 12.015 7.869 8.926 0.00
```

Calculated values
- Highest occupied orbital energy (alpha / beta): -0.4107 / -0.4107 hartree
- Spin multiplicity: 2

=====

Entry 5:
Formula: C5H20NO6
Source: the OMol25 dataset
Level of theory: the ωB97M-V functional and the def2-TZVPD basis

```
32
Properties=species:S:1:pos:R:3:lowdin_spin:R:1
O 2.547 2.144 -0.154 0.68
C 1.621 1.735 0.564 0.06
O 0.617 2.479 0.993 0.06
C 1.309 0.344 0.969 0.07
C -0.210 -0.039 0.784 0.04
C -0.358 -1.372 1.546 0.04
C -1.605 -1.514 2.302 0.02
N 2.146 -0.532 0.033 0.00
H 0.630 3.437 0.870 0.00
H 1.481 0.378 2.049 0.01
H -0.568 -0.248 -0.192 0.00
H -0.740 0.722 1.336 0.00
H -0.375 -2.262 0.837 0.01
H 0.394 -1.669 2.205 0.00
H -1.561 -0.698 3.071 0.00
H -1.775 -2.495 2.737 0.01
H -2.546 -1.273 1.753 0.00
H 3.144 -0.435 0.200 0.00
H 1.916 -0.465 -1.038 0.00
H 1.952 -1.523 0.284 0.00
H -4.101 0.595 0.541 0.00
H -3.132 1.734 1.154 0.00
O -3.518 1.308 0.381 0.00
H 1.125 0.978 -2.546 0.00
H -0.143 0.054 -2.951 0.00
O 0.734 0.078 -2.656 0.00
H 3.043 -1.044 -2.733 0.00
H 1.870 -1.759 -2.817 0.00
O 2.533 -1.647 -2.212 0.00
H -2.566 1.161 -3.023 0.00
H -2.040 0.949 -1.593 0.00
O -1.823 0.879 -2.695 0.00
```

Calculated values
- Highest occupied orbital energy (alpha / beta): -0.6508 / -0.6508 hartree
- Total charge: +2
- Spin multiplicity: 2

=====

Entry 6:
Formula: C6H6O
Source: the OMol25 dataset
Level of theory: the ωB97M-V functional and the def2-TZVPD basis

```
13
Properties=species:S:1:pos:R:3:nbo_charge:R:1
C 1.587 1.141 -1.478 -0.24
C 0.951 0.439 -0.733 0.01
C 0.068 -0.399 0.095 -0.41
C 0.476 -0.418 1.506 0.01
C 0.752 -0.398 2.678 -0.23
C -1.391 0.122 -0.024 -0.03
O -1.758 0.364 -1.353 -0.70
H 2.174 1.749 -2.130 0.25
H 0.099 -1.420 -0.308 0.26
H 1.004 -0.379 3.715 0.24
H -1.491 1.017 0.607 0.17
H -2.069 -0.644 0.360 0.19
H -1.131 1.013 -1.707 0.48
```

Calculated values
- SMILES string: C#CC(C#C)CO
- Highest occupied orbital energy: -0.3701 hartree

=====

Entry 7:
Formula: C8H18N2S2
Source: the OMol25 dataset
Level of theory: the ωB97M-V functional and the def2-TZVPD basis

```
30
Properties=species:S:1:pos:R:3:nbo_charge:R:1
C -0.226 -2.508 -2.316 -0.36
C -1.230 1.687 0.300 -0.42
C 0.051 2.462 0.722 -0.26
C 0.424 1.232 -1.340 -0.24
C -0.768 0.585 -0.688 -0.33
C 1.962 -1.399 0.588 -0.60
C 0.485 -1.222 0.921 -0.48
C -0.532 -0.879 -0.147 0.08
N 0.891 2.381 -0.520 -0.50
N -1.880 -1.337 0.392 -0.72
S -0.082 -1.454 -3.463 0.39
S -0.495 -3.874 -1.341 0.24
H -1.783 1.229 1.039 0.22
H -1.929 2.386 -0.223 0.25
H 0.082 3.514 1.070 0.27
H 0.509 2.057 1.651 0.25
H 1.353 0.665 -1.533 0.25
H 0.367 1.650 -2.320 0.24
H -1.443 0.566 -1.578 0.26
H 2.002 -2.377 0.184 0.22
H 2.570 -1.384 1.454 0.24
H 2.410 -0.791 -0.088 0.20
H 0.034 -2.124 1.230 0.20
H 0.435 -0.572 1.812 0.20
H 0.767 3.120 -1.150 0.44
H 1.834 2.365 -0.093 0.46
H -2.322 -0.690 1.059 0.42
H -1.719 -2.294 0.727 0.45
H -2.539 -1.380 -0.350 0.43
H -0.610 -4.753 -2.372 0.19
```

Calculated values
- Highest occupied orbital energy (alpha / beta): -0.5548 / -0.5227 hartree
- Total charge: +2

=====

Entry 8:
Formula: C4H9N2O2
Source: the OMol25 dataset
Level of theory: the ωB97M-V functional and the def2-TZVPD basis

```
17
Properties=species:S:1:pos:R:3:nbo_charge:R:1
C 1.067 -1.067 2.487 0.37
C -0.711 2.274 -0.200 0.12
C -1.029 0.218 -1.369 -0.22
C -0.082 -1.077 -1.237 -0.34
N -0.711 1.021 -0.182 -0.39
N 1.264 -0.542 -1.073 0.11
O 0.227 -0.384 1.962 -0.59
O 2.183 -1.121 -0.560 -0.23
H 2.034 -1.074 2.108 0.13
H -0.502 2.740 0.780 0.23
H -1.094 2.772 -0.967 0.20
H 0.974 -1.748 3.361 0.15
H -2.008 -0.026 -1.194 0.24
H -0.749 0.860 -2.117 0.23
H -0.255 -1.721 -0.393 0.23
H -0.183 -1.553 -2.150 0.26
H -0.423 0.429 0.744 0.49
```

Calculated values
- Highest occupied orbital energy (alpha / beta): -0.4734 / -0.4734 hartree
- Total charge: +1

=====

Calculated relative energy (zero: lowest compared OMol25 entry of this formula, charge and spin) in order - 90.8, 8.8, 109.7, 8.7, 57.8, 89.6, 34.8, 128.7 kcal/mol